[1]
46
Properties=species:S:1:pos:R:3:forces:R:3:mulliken_charge:R:1 method="wB97M-V/def2-TZVPD" de_lowest_ev=3.247 smiles="COCCCCCCC[C@H]1OC(=O)O[C@H]1CCCN" e_homo_ev=-9.18 spin_multiplicity=1
C 5.768068 1.954267 0.586167 0.1 0.4 -0.1 -0.64
O 5.231089 0.976157 -0.343800 0.2 -0.6 1.8 -0.30
C 4.950124 -0.284834 0.344798 0.2 -1.1 -0.9 -0.51
C 3.871916 -1.123042 -0.515892 0.0 1.1 0.0 -0.65
C 2.642157 -0.185656 -1.028945 -0.1 -1.6 0.7 -0.45
C 1.496252 -1.238903 -1.540693 0.5 1.2 0.7 -0.68
C 0.344082 -1.220055 -0.428721 -0.5 -1.0 0.2 0.46
C -0.681800 -2.481219 -0.531751 -0.3 0.8 -0.5 -0.90
C -2.225994 -2.033240 -0.279656 1.4 -0.6 -0.2 -0.63
C -2.485917 -1.429917 1.184235 -3.1 -0.8 -0.1 0.32
O -1.413926 -1.448035 2.161315 0.1 3.9 -0.5 -0.35
C -1.146277 -0.053329 2.444707 1.9 2.1 1.9 0.48
O -0.326398 0.418869 3.259741 -3.2 -2.8 -3.4 -0.57
O -1.981814 0.859817 1.701339 1.0 -2.8 0.4 -0.38
C -3.124061 0.031420 1.351095 -1.3 -0.8 0.9 0.08
C -4.189617 0.534129 0.269103 -0.3 0.4 -0.1 -0.86
C -4.236851 2.122007 0.050198 -0.7 0.1 -0.4 -0.51
C -3.112046 2.714671 -0.943237 0.7 0.1 0.8 -0.55
N -2.094461 1.738349 -1.416735 -0.4 0.5 0.1 -0.58
H 6.390555 1.459778 1.409648 -0.9 0.7 -1.0 0.29
H 4.898717 2.571564 1.017739 1.3 -0.9 -0.4 0.25
H 6.459568 2.654754 0.010057 -1.0 -0.9 0.7 0.22
H 5.916712 -0.924295 0.381794 -1.3 1.1 0.1 0.29
H 4.615261 -0.128453 1.429197 0.2 0.0 -1.6 0.36
H 3.488291 -1.987444 0.145721 0.4 1.4 -1.0 0.26
H 4.330718 -1.595508 -1.460004 -0.4 0.7 1.5 0.28
H 2.210665 0.369837 -0.110774 0.8 -0.6 -1.6 0.20
H 2.964808 0.542985 -1.847125 -0.4 -1.1 1.3 0.36
H 1.171423 -0.880479 -2.573663 0.0 -0.8 1.4 0.32
H 1.973186 -2.282172 -1.626803 -0.9 1.5 0.1 0.37
H -0.306431 -0.284514 -0.504257 1.1 -1.0 0.0 -0.45
H 0.834065 -1.220462 0.619964 -0.7 0.0 -1.7 0.21
H -0.616591 -2.827617 -1.632813 -0.2 0.2 1.9 0.35
H -0.416737 -3.322945 0.191557 -0.2 1.1 -1.1 0.30
H -2.881933 -2.981252 -0.371960 1.0 1.6 0.0 0.32
H -2.483393 -1.326499 -1.142256 0.2 -0.8 1.5 0.20
H -3.314919 -2.116885 1.609907 1.5 1.0 -0.5 0.38
H -3.710202 0.016218 2.351886 0.7 -0.2 -1.6 0.37
H -4.112772 0.016725 -0.752243 0.1 0.7 1.6 0.20
H -5.229112 0.233423 0.680247 1.8 0.4 -0.6 0.43
H -4.194080 2.677987 1.053134 -0.1 -0.9 -1.4 0.32
H -5.262070 2.350790 -0.435800 1.5 -0.4 1.0 0.32
H -2.531629 3.509517 -0.335332 -1.0 -1.1 -1.2 0.26
H -3.575870 3.209863 -1.860119 0.5 -0.6 1.3 0.30
H -1.400259 1.499244 -0.700382 -0.7 0.0 -0.4 0.19
H -2.502496 0.914384 -1.870588 0.4 0.5 0.5 0.30

=====

[2]
50
Properties=species:S:1:pos:R:3:forces:R:3:mulliken_charge:R:1 method="wB97M-V/def2-TZVPD" de_lowest_ev=6.242 e_homo_ev=-11.60 spin_multiplicity=1 charge=+1
Al -0.174462 -0.506996 -1.985920 4.9 -0.6 -8.3 1.10
H -0.927262 -0.986596 -0.861420 -3.9 0.1 1.7 0.13
H -0.933262 -0.095196 -0.858320 -3.1 -1.7 4.1 0.20
P -0.273862 -2.821596 -2.400620 -0.3 -3.0 -0.5 0.81
P -0.276362 1.810704 -2.384920 -1.1 3.0 -0.9 0.88
C 1.236438 2.797804 -1.996520 0.3 -0.6 0.2 -1.25
H 1.112238 3.862704 -2.262220 -0.1 -0.6 0.0 0.48
H 1.456938 2.707404 -0.920020 -0.1 0.1 -0.5 0.26
H 2.085038 2.371904 -2.556720 -0.2 0.3 0.2 0.33
C -0.578662 2.234004 -4.154820 0.1 -0.3 0.1 -1.21
H -1.523762 1.762604 -4.468520 0.3 0.2 0.0 0.37
H -0.629962 3.326804 -4.305720 0.0 -0.5 0.1 0.42
H 0.236838 1.808404 -4.761520 -0.3 0.2 0.2 0.35
C -1.602962 2.769904 -1.526320 0.1 -0.1 0.1 -1.22
H -1.442862 2.707704 -0.436920 -0.1 0.0 -0.5 0.23
H -1.607362 3.830104 -1.836920 0.0 -0.5 0.1 0.43
H -2.576462 2.309804 -1.763320 0.3 0.3 0.1 0.37
C -0.400562 -3.237596 -4.193220 0.1 0.4 0.1 -1.22
H -0.474962 -4.328096 -4.350720 0.0 0.5 0.2 0.43
H -1.289762 -2.733396 -4.604520 0.3 -0.2 0.0 0.37
H 0.489538 -2.843196 -4.709420 -0.4 -0.2 0.2 0.35
C 1.163138 -3.848996 -1.857520 0.1 0.5 0.2 -1.28
H 1.269638 -3.765796 -0.763220 0.0 -0.1 -0.4 0.31
H 1.039938 -4.909896 -2.139020 -0.1 0.6 0.0 0.45
H 2.078238 -3.445596 -2.321820 -0.3 -0.2 0.2 0.36
C -1.707562 -3.745396 -1.688320 0.1 0.3 0.1 -1.27
H -2.637762 -3.258596 -2.024320 0.3 -0.3 0.1 0.37
H -1.706762 -4.804896 -2.001120 0.0 0.5 0.1 0.42
H -1.661362 -3.688296 -0.587720 -0.1 0.0 -0.4 0.36
C 1.528138 -0.505796 -1.097020 7.0 -1.5 1.9 0.43
O 2.583838 -0.506796 -0.587820 -4.3 0.4 -1.9 -0.34
H 0.563238 -0.490896 -3.471020 -0.3 -0.1 -0.1 -0.62
C 0.711738 1.860904 7.047580 0.0 0.3 0.5 -1.33
C 0.564638 1.422004 5.621180 -0.1 0.3 -0.3 0.88
C 0.608938 0.056504 5.319880 -0.3 0.5 -0.9 -0.74
C 0.439938 -0.377396 4.006480 0.1 -0.5 -0.3 -0.47
C 0.227938 0.546904 2.972280 1.0 1.6 0.6 0.20
C 0.191738 1.914504 3.261880 0.1 -0.1 0.2 -0.26
C 0.362738 2.352504 4.584080 -0.1 -1.0 -0.3 -0.99
S -0.122862 -0.085796 1.330180 -5.9 -7.7 -0.9 1.05
O 0.358238 -1.545596 1.250280 1.3 4.2 -0.4 -0.66
O -1.636962 -0.359096 1.384980 3.2 3.0 -0.6 -0.57
O 0.110838 0.614304 -0.339720 1.3 2.8 6.5 -0.44
H -0.098162 1.406504 7.658880 0.6 0.3 -0.3 0.33
H 1.691838 1.523904 7.445680 -0.6 0.2 -0.1 0.33
H 0.644738 2.964104 7.145480 0.1 -0.7 0.0 0.34
H 0.754638 -0.675596 6.106180 0.0 0.0 -0.1 0.40
H 0.447738 -1.440596 3.804280 0.1 0.1 -0.2 0.43
H 0.007038 2.634104 2.475480 0.1 0.1 0.0 0.36
H 0.318038 3.411604 4.802480 0.0 0.0 0.0 0.33

=====

[3]
58
Properties=species:S:1:pos:R:3:forces:R:3:mulliken_charge:R:1 method="wB97M-V/def2-TZVPD" e_homo_ev=-5.07 spin_multiplicity=1 charge=-1
O -1.944128 -1.347452 -2.175781 0.4 0.0 0.1 -0.45
C -1.848001 -0.177882 -2.030669 -0.6 -0.7 -0.8 0.38
Cl -0.165513 0.427813 -1.533063 -0.1 0.3 0.1 -0.24
C -2.910301 0.836513 -2.221717 -0.1 0.0 0.9 -0.28
B -4.334649 0.252273 -1.618730 0.4 0.3 0.4 0.48
Br -5.273179 -1.028684 -2.934082 -0.1 -0.2 -0.2 -0.48
H -2.972458 1.148695 -3.259771 0.1 -0.1 -0.3 0.23
H -2.654324 1.695827 -1.609926 0.1 0.3 -0.1 -0.06
H -4.052310 -0.358923 -0.608217 -0.2 -0.1 0.0 -0.26
H -5.104688 1.153013 -1.382005 0.0 0.0 -0.1 -0.26
Cl 2.567177 1.017096 0.274721 0.2 0.1 0.0 -0.21
C 2.007847 -0.295435 1.339447 -0.1 -0.2 -0.1 -0.12
C 1.548631 0.215348 2.678449 -0.1 -0.1 0.0 -0.41
Cl 2.902396 0.842582 3.665057 0.0 0.0 0.0 -0.23
H 2.816707 -1.013672 1.439668 0.1 0.0 0.0 0.23
H 1.177055 -0.780842 0.826722 0.0 0.1 0.0 0.12
H 1.095477 -0.596983 3.243281 0.0 0.0 0.0 0.32
H 0.816642 1.011289 2.570993 0.1 0.1 0.0 0.28
Cl 5.098424 -2.267074 -0.199894 0.0 0.0 0.0 -0.18
C 6.029753 -0.771159 0.080296 0.0 0.1 0.1 -0.28
C 7.051497 -0.545637 -1.000880 -0.1 0.0 -0.1 0.16
Cl 8.370593 -1.754407 -0.945377 0.0 0.0 0.0 -0.23
H 6.490611 -0.840869 1.062699 0.0 -0.1 0.0 0.37
H 5.315321 0.050700 0.090863 0.0 0.0 -0.1 0.12
H 7.514951 0.432340 -0.877657 0.0 0.0 0.1 0.37
H 6.589938 -0.589585 -1.989423 0.3 -0.1 0.5 -0.35
Cl 5.501503 0.039696 -3.866188 -0.2 0.2 -0.4 -0.25
C 4.868627 -1.579674 -4.272596 0.0 -0.2 0.0 -0.31
C 3.464143 -1.517785 -4.816195 -0.1 0.0 0.0 -0.59
Cl 2.286017 -1.017341 -3.584355 0.0 0.0 0.0 -0.04
H 4.921816 -2.190314 -3.373230 -0.1 0.1 0.1 0.25
H 5.537449 -2.005022 -5.019247 0.0 0.1 0.0 0.36
H 3.167632 -2.506313 -5.164365 0.1 0.0 0.0 0.30
H 3.391376 -0.823193 -5.649757 0.0 0.0 0.0 0.30
Cl -1.205105 -7.062416 -0.808144 0.0 0.0 0.0 -0.22
C -1.873846 -5.473918 -0.327947 -0.1 0.1 0.0 -0.44
C -1.188841 -4.326337 -1.018812 -0.1 0.1 0.0 -0.27
Cl 0.497975 -4.118136 -0.469221 0.1 0.0 0.0 -0.18
H -1.792916 -5.393161 0.752772 0.1 0.0 0.0 0.33
H -2.928126 -5.480113 -0.596917 0.0 0.0 -0.1 0.34
H -1.711921 -3.397946 -0.799761 0.0 0.0 0.0 0.15
H -1.175652 -4.459540 -2.096317 0.1 0.0 0.0 0.30
Cl -2.879262 4.823571 -1.388410 0.0 0.0 0.0 -0.18
C -3.140588 5.167634 0.339639 0.0 0.1 0.0 -0.45
C -2.549934 4.105971 1.231591 0.0 0.0 0.1 -0.37
Cl -3.415426 2.558038 1.100837 0.0 0.0 0.0 -0.15
H -4.210734 5.269249 0.502353 0.0 -0.1 0.0 0.30
H -2.665571 6.125791 0.547350 0.0 0.0 0.0 0.33
H -2.618177 4.422595 2.271688 0.0 0.0 0.0 0.15
H -1.503471 3.926431 0.995391 0.0 0.0 -0.1 0.32
Cl -2.774085 3.619899 5.018401 0.0 0.0 0.0 -0.20
C -4.444720 3.022844 5.203032 -0.2 0.1 0.0 -0.41
C -4.488460 1.567500 5.592278 0.0 -0.1 0.0 -0.47
Cl -3.935619 0.510989 4.275356 0.0 -0.1 0.0 -0.14
H -4.969303 3.197366 4.266842 0.1 0.0 -0.1 0.29
H -4.911121 3.625504 5.980974 0.0 0.0 0.0 0.34
H -5.514104 1.281613 5.820968 0.0 0.1 0.0 0.29
H -3.873025 1.371633 6.466985 0.1 0.0 0.0 0.31

=====

[4]
58
Properties=species:S:1:pos:R:3:forces:R:3:mulliken_charge:R:1 method="wB97M-V/def2-TZVPD" e_homo_ev=-8.18 spin_multiplicity=1
C 2.688342 -2.662628 3.044409 0.6 -0.1 -0.3 -1.50
C 2.146591 -2.175451 1.708965 1.2 -0.8 0.4 0.81
Cl 3.176250 -2.627184 0.372809 -0.2 0.1 0.4 -0.14
C 1.024059 -1.478593 1.601626 0.3 0.4 -0.1 -1.12
Cl 0.274504 -1.210714 3.186435 -0.2 0.4 -0.9 -0.20
C 0.424668 -1.001102 0.266236 -3.1 -0.7 0.2 1.57
O 1.286136 -0.660014 -0.746567 -0.1 0.2 0.5 -0.55
C 2.136477 0.469347 -0.684927 2.5 1.2 -1.0 1.33
C 3.120693 0.649310 0.498856 -0.2 0.5 0.2 -1.77
C 3.045757 0.365415 -1.970015 -0.2 -0.3 1.1 -0.92
C 3.306131 1.730702 -2.624864 0.7 -1.0 -0.6 -0.60
O 2.439617 1.873613 -3.753936 -0.4 0.5 0.3 -0.56
C -0.838614 -0.019269 0.408172 1.0 1.1 0.7 -0.77
Cl -2.184826 -0.915147 1.241136 0.4 0.1 -0.4 -0.15
B -0.600696 1.334436 1.280138 -0.8 0.4 1.3 0.78
O 0.544119 2.106266 1.293272 0.4 -1.0 -0.4 -0.48
N -1.753396 1.817505 2.102795 1.0 1.0 0.2 -0.03
C -1.935087 3.284103 1.883890 -0.2 -0.4 -0.5 -1.15
C -1.498788 1.620542 3.552131 -0.8 -1.2 -0.4 -1.13
N -1.355273 0.411466 -0.895906 -1.3 -1.3 -0.8 0.52
O -0.568215 1.412764 -1.457070 0.9 1.3 0.5 -0.53
C -2.753894 0.837402 -0.974987 -1.0 0.4 -0.9 -0.76
C -3.692490 -0.185289 -1.642486 0.3 0.3 1.1 -0.67
O -3.237615 -0.364412 -2.996025 -1.0 -0.5 1.0 -0.32
C -4.138869 -1.089050 -3.707556 0.9 -0.2 1.6 0.14
O -4.307532 -0.830575 -4.827163 -0.7 0.3 -3.3 -0.44
P -0.325241 -2.667562 -0.392908 2.0 -2.5 -1.6 0.97
N 0.710223 -3.459850 -1.256710 -0.3 0.1 0.3 -1.01
O -1.589058 -2.434587 -1.384748 -0.6 0.5 1.3 -0.32
O -0.698355 -3.663465 0.890204 -1.0 1.4 -0.9 -0.46
H 3.698120 -3.076848 2.928937 -0.3 0.1 -0.2 0.45
H 2.780484 -1.824231 3.747358 -0.3 -0.3 -0.1 0.35
H 2.067591 -3.468367 3.459749 0.0 0.4 0.0 0.30
H 1.673945 1.459010 -0.807698 -0.9 -0.8 0.3 -0.03
H 2.646236 0.640017 1.489274 0.2 -0.2 -0.3 0.22
H 3.515108 1.677996 0.399780 -0.2 -0.3 -0.1 0.42
H 4.003594 0.001636 0.457263 -0.5 -0.1 0.1 0.53
H 2.586644 -0.362415 -2.653686 0.0 0.6 -0.1 0.44
H 3.997006 -0.098649 -1.658617 -0.2 0.2 -0.2 0.41
H 3.271551 2.576436 -1.921058 -0.3 -0.3 -0.1 0.39
H 4.335276 1.707804 -3.027656 -0.3 0.2 0.2 0.30
H 1.921545 2.684549 -3.687413 0.2 -0.1 0.0 0.31
H 0.950085 2.177801 2.168107 -0.3 0.4 -0.1 0.29
H -1.517090 3.572311 0.905664 -0.3 0.0 0.3 0.38
H -3.021542 3.465985 1.873975 0.4 0.2 0.1 0.31
H -1.453163 3.907279 2.653509 -0.1 -0.2 -0.2 0.41
H -1.843129 0.604535 3.804766 0.3 0.3 0.1 0.25
H -0.426588 1.695392 3.820405 -0.4 0.3 0.2 0.29
H -2.123881 2.310698 4.130130 0.4 0.0 -0.1 0.46
H -0.533952 1.296047 -2.417357 -0.1 -0.7 0.2 0.36
H -2.776839 1.674875 -1.690161 0.3 -0.2 0.3 0.44
H -3.217913 1.250729 -0.066300 0.3 -0.4 0.1 0.17
H -4.710947 0.243361 -1.634910 0.3 0.0 -0.1 0.54
H -3.736674 -1.124618 -1.074400 0.2 0.1 -0.4 0.30
H -4.674848 -1.939306 -3.243853 0.3 0.3 0.7 0.36
H 0.915514 -4.349000 -0.807706 0.3 0.2 -0.1 0.23
H -1.656430 -3.209965 -1.965542 0.5 0.2 0.0 0.32
H -1.613845 -3.939100 0.710293 0.2 -0.1 0.5 0.27

=====

The records above yield total energy values of -905.21036; -2174.07124; -9206.98748; -3063.13334 hartree, respectively.
The records above yield max |F| values of 5.43; 9.71; 1.18; 3.56 eV/Å, respectively.